64
Properties=species:S:1:pos:R:3 method="wB97M-V/def2-TZVPD" spin_multiplicity=3 fmax_ev_per_a=4.11 lumo_ev="-3.676 / -3.509" s_squared=2.019 total_charge=+1 de_lowest_kcal_mol=0.0
W -0.124 -0.414 0.243
P -2.427 0.027 -0.149
P 2.215 -0.274 -0.099
O -1.322 3.222 -2.147
O 3.106 3.866 -4.350
N -0.184 -0.873 -1.872
N 0.305 3.198 3.323
C 0.280 0.603 4.718
C -0.346 -0.468 5.359
C -0.797 -1.509 4.554
C 3.196 1.204 0.106
C 2.248 -0.778 -1.835
C -0.558 -1.535 3.182
C -1.388 -1.399 -3.843
C -3.154 1.583 -0.632
C 3.186 -1.661 0.533
C 0.975 -1.129 -3.939
C 1.049 3.998 4.251
C -2.602 -1.022 -1.671
C 0.966 -0.843 -2.586
C 0.398 0.664 3.326
C 0.856 1.977 2.752
C -0.218 -1.435 -4.574
C -3.626 -0.695 1.016
C -1.366 -1.089 -2.507
C -1.081 3.519 3.167
C 0.060 -0.454 2.504
H -2.949 -2.034 -1.379
H -1.077 0.536 1.229
H 2.442 3.936 -3.636
H -1.221 4.587 3.398
H 0.632 1.982 1.665
H -1.113 3.274 -3.074
H -0.424 -2.007 0.449
H -2.576 2.078 -1.426
H -3.516 -1.789 1.084
H -0.903 -2.398 2.594
H -3.178 2.240 0.242
H -1.426 3.325 2.138
H -4.657 -0.441 0.713
H 1.947 -1.136 -4.429
H -0.229 -1.688 -5.625
H 1.948 2.061 2.882
H -3.413 -0.544 -2.249
H 3.036 1.513 1.148
H -1.714 2.939 3.864
H -4.175 1.398 -0.986
H -3.421 -0.256 2.005
H 2.128 3.891 4.084
H -0.484 -0.454 6.442
H 2.644 -1.813 -1.907
H -1.357 -2.314 5.044
H 4.247 0.943 -0.081
H 2.974 -0.126 -2.324
H 4.212 -1.611 0.137
H -2.370 -1.604 -4.266
H 0.825 3.717 5.296
H 2.879 2.007 -0.575
H -0.540 3.447 -1.641
H 3.135 -1.559 1.614
H 0.762 5.054 4.139
H 2.726 -2.596 0.184
H 2.770 3.156 -4.913
H 0.640 1.440 5.310